ORCA calculation (wB97M-V/def2-TZVPD) on the ion C9H15N2O with charge +1 in a non-equilibrium geometry.

Computed properties:
net charge: +1
energy: -536.382823 Ha
largest force on an atom: 0.111 Eh/bohr
lowest unoccupied orbital energy: -3.15 eV
molecular weight: 167.23 g/mol
HOMO energy: -12.9 eV
structure (SMILES): CO[C@](N)(C[NH3+])c1ccccc1

Positions of all 27 atoms, in Å:
C -2.050 0.812 1.729
O -1.337 -0.397 1.405
C -0.900 -0.533 0.092
N -2.052 -0.624 -1.058
C -0.424 -1.991 -0.069
N 0.657 -2.131 1.018
C 0.201 0.371 -0.440
C 0.481 0.651 -1.770
C 1.659 1.283 -2.140
C 2.576 1.749 -1.139
C 2.100 1.583 0.173
C 0.951 0.912 0.580
H -1.897 1.259 2.758
H -3.206 0.596 1.568
H -1.630 1.626 1.227
H -2.370 0.206 -1.515
H -2.797 -0.968 -0.579
H 0.123 -2.197 -1.083
H -1.229 -2.673 0.009
H 1.395 -1.487 0.720
H 0.977 -3.134 1.133
H 0.177 -1.687 1.920
H -0.125 0.153 -2.530
H 1.859 1.324 -3.245
H 3.491 2.294 -1.291
H 2.673 2.081 0.896
H 0.698 0.922 1.631

Mulliken population analysis, charges in e, atoms 1 to 8: number 1, C, carries -0.8005; number 2, O, carries -0.5025; number 3, C, carries 1.2889; number 4, N, carries -0.7173; number 5, C, carries -0.8756; number 6, N, carries -0.2823; number 7, C, carries 0.3293; number 8, C, carries -0.4933